1.
The following is a DFT calculation (ωB97M-V/def2-TZVPD) of 2 unconnected molecules or ions with the total composition C18H22ClF5N5O2 at a distorted geometry.

The HOMO energy is -12.6 eV. The calculation puts the HOMO-LUMO gap at 8.571 eV. As for the total charge: +1. As for the total energy: -56659.931 eV.

The geometry in XYZ format:
```
53
C18H22ClF5N5O2 ωB97M-V/def2-TZVPD
Cl -0.31 4.79 -3.98
F -2.08 -3.69 -2.43
F -2.07 1.99 2.28
F -4.27 1.76 1.82
F -2.41 -1.54 -3.24
F -4.21 -2.86 -2.73
O 0.05 -4.73 1.05
O -4.08 3.24 -0.20
N -0.60 2.23 -0.72
N -2.09 3.72 -1.91
N -2.93 2.54 0.06
N 0.01 2.87 -1.78
N -3.87 5.44 1.23
C -2.96 1.63 1.22
C -2.89 0.07 0.84
C -2.85 -2.01 -0.82
C -2.67 -0.88 2.09
C -2.62 -2.93 0.40
C -0.80 3.78 -2.55
C 2.66 1.93 0.63
C -2.90 -2.52 -2.32
C 4.20 1.45 0.38
C -2.54 -2.42 1.86
C 0.09 1.24 0.15
C -1.91 2.79 -0.79
C -4.01 4.52 0.48
C -2.98 -0.47 -0.60
C 4.50 -0.05 0.85
C 1.67 1.01 -0.23
C 6.04 -0.46 0.52
C 0.76 -5.11 -0.12
H 1.10 -4.21 -0.63
H 0.11 1.49 1.26
H 1.86 1.03 -1.36
H 1.87 -0.08 0.09
H -2.49 -4.04 0.21
H -2.35 -3.06 2.78
H 1.63 -5.72 0.16
H -2.58 -0.47 3.16
H 6.64 0.50 0.44
H 6.02 -0.97 -0.52
H 0.10 -5.68 -0.78
H 4.95 2.13 0.92
H 2.44 1.73 1.75
H 2.58 3.05 0.43
H 4.36 1.49 -0.76
H 6.45 -1.22 1.26
H -3.12 0.29 -1.44
H -0.24 -5.55 1.49
H 4.30 -0.23 1.98
H 0.97 2.82 -2.12
H 3.86 -0.84 0.31
H -0.38 0.21 -0.08
```

=====

2.
The following is a DFT calculation (ωB97M-V/def2-TZVPD) of a single C18H22ClN5O4S molecule.

The HOMO energy is -9.6 eV. The calculation puts the HOMO-LUMO gap at 8.783 eV. As for the total energy: -58022.513 eV. Its structure (SMILES) is C[C@@H]1CN(C(=O)c2cc(Cl)c3ccncc3n2)C[C@@H]1NC(=O)[C@@H](C)NS(C)(=O)=O.

The geometry in XYZ format:
```
51
C18H22ClN5O4S ωB97M-V/def2-TZVPD
Cl -1.44 -0.10 4.86
S -4.36 -0.89 -2.00
O 0.12 -1.20 -4.24
O -5.04 0.38 -1.98
O -0.84 1.83 0.03
O -4.76 -1.92 -2.91
N -0.17 0.17 -2.47
N -2.76 -0.54 -2.22
N 3.70 1.34 5.34
N 1.85 1.58 2.26
N 1.36 1.87 -0.52
C 0.33 1.68 0.35
C 2.29 0.12 -1.87
C -0.18 0.54 3.87
C 1.10 0.78 4.43
C 2.03 -1.34 -1.53
C -4.42 -1.55 -0.37
C -1.71 -2.77 -2.41
C 3.37 1.57 4.10
C -0.57 -0.79 -3.32
C 1.12 0.83 -2.61
C -1.94 -1.42 -3.07
C 2.53 0.98 -0.59
C 2.08 1.31 3.57
C 1.48 0.54 5.78
C 1.04 2.19 -1.91
C -0.41 0.82 2.56
C 0.66 1.34 1.79
C 2.75 0.83 6.16
H -0.74 0.42 -1.67
H 0.76 0.13 6.48
H 1.79 -1.91 -2.42
H -1.27 -2.64 -1.42
H 4.12 1.98 3.43
H -1.03 -3.35 -3.03
H 2.61 0.37 0.30
H 1.19 -1.44 -0.83
H -2.64 -3.33 -2.32
H 1.82 2.85 -2.29
H -3.80 -2.44 -0.33
H -1.37 0.67 2.10
H -4.06 -0.79 0.32
H 1.32 0.91 -3.68
H -5.46 -1.80 -0.17
H -2.40 -1.56 -4.05
H 2.91 -1.78 -1.06
H 3.43 1.59 -0.68
H 3.07 0.65 7.19
H 0.08 2.67 -1.99
H -2.72 0.44 -2.48
H 3.17 0.18 -2.51
```

=====

> Look up the HOMO-LUMO gap of the second one.

8.783 eV

=====

> Which of these has the highest HOMO-LUMO gap?

C18H22ClN5O4S

=====

> Among the records above, which one has the highest HOMO-LUMO gap?

C18H22ClN5O4S

=====

> HOMO-LUMO gap of number 1 (C18H22ClF5N5O2)?

8.571 eV